{"formula": "C17H16N2O3", "method": "ωB97M-V with the def2-TZVPD basis set", "species": ["O", "C", "C", "C", "C", "C", "C", "C", "H", "H", "C", "C", "C", "C", "H", "H", "H", "H", "H", "H", "H", "H", "H", "C", "H", "O", "C", "O", "C", "N", "C", "C", "N", "C", "H", "H", "H", "H"], "coordinates": [[-0.626640, 4.028618, -0.134170], [-0.356245, 2.942394, 0.281069], [-0.002753, 1.728513, -0.628260], [1.092174, 0.993741, -0.445434], [1.244956, 0.059433, -1.389208], [0.678001, -0.195316, -2.472517], [-0.250616, 0.743007, -2.723956], [-0.760765, 1.607637, -1.981493], [-1.529962, 2.294287, -2.194287], [-1.053478, 0.473119, -3.595743], [1.059677, -1.655658, -3.343230], [2.466182, -1.542966, -3.782741], [3.218580, -1.026708, -2.450747], [2.573336, -1.136655, -1.072009], [2.023567, -2.036053, -0.924348], [3.322032, -0.672487, -0.285520], [3.911781, -0.095619, -2.488029], [4.157514, -1.922726, -2.268932], [2.656152, -2.512446, -4.056600], [2.766622, -0.677586, -4.334727], [0.340944, -1.479142, -4.316965], [0.957330, -2.445135, -2.769921], [1.852475, 1.037309, 0.411562], [0.069555, 2.651649, 1.701513], [-1.066131, 3.019585, 2.046680], [-0.232323, 1.256053, 2.056841], [-1.369334, 0.849625, 1.672036], [-2.291320, 1.051358, 1.191016], [-1.115188, -0.733271, 1.952735], [-2.332095, -1.368831, 2.372990], [-2.323974, -2.835155, 2.500488], [-1.190843, -3.406302, 2.286980], [0.024183, -2.839748, 2.060341], [-0.076286, -1.374589, 1.774827], [0.874830, -0.940730, 1.476350], [-0.982452, -4.673452, 2.624414], [-3.373343, -3.239864, 2.730375], [1.085031, 3.034369, 2.146392]], "forces_ev_per_angstrom": [[-0.73, 0.25, 0.22], [3.68, -2.13, -1.90], [-3.92, 3.82, -2.46], [0.90, 1.22, 2.76], [9.05, -5.36, 5.71], [-0.87, -4.83, -5.25], [-4.69, -4.96, -9.35], [1.30, 4.79, 8.62], [-0.88, 0.41, -0.14], [2.31, 0.74, 1.03], [-3.12, 9.40, -4.48], [0.44, 3.40, 4.05], [5.72, -4.27, 1.26], [-1.46, 5.35, -1.26], [0.24, -0.84, 0.79], [-1.86, -1.49, -1.24], [-1.77, -1.28, -0.48], [-2.08, 2.37, -0.83], [1.87, -1.90, -1.19], [-0.58, -0.28, -1.82], [1.33, -1.33, 2.57], [-1.30, -3.86, 2.64], [-1.54, 0.16, -1.16], [-4.21, 1.33, 2.18], [3.40, 0.89, 0.61], [4.28, 4.22, 0.16], [12.97, -12.21, 7.64], [-15.30, 7.16, -8.12], [-11.29, 2.82, 2.60], [1.61, -3.18, -0.62], [-6.00, 8.17, 0.15], [8.13, -6.69, 1.17], [-2.40, 3.50, -1.31], [8.38, -8.75, -0.21], [-0.15, -0.16, 0.11], [-1.09, 3.80, -1.36], [2.14, 0.37, -0.27], [-2.50, -0.68, -0.81]], "nbo_charge": [-0.499, 0.545, -0.119, -0.256, 0.017, -0.066, -0.125, -0.210, 0.235, 0.183, -0.340, -0.434, -0.403, -0.424, 0.213, 0.223, 0.224, 0.179, 0.215, 0.229, 0.217, 0.193, 0.228, -0.240, 0.241, -0.491, 0.840, -0.470, -0.035, -0.325, -0.060, -0.017, -0.353, -0.027, 0.211, 0.187, 0.239, 0.275], "gap_ev": 8.7, "smiles": "O=C(COC(=O)c1cnccn1)c1ccc2c(c1)CCCC2", "de_lowest_kj_mol": 1461.1, "homo_energy_ev": -9.123, "total_charge": 0, "molar_mass_g_mol": 296.33}